(1)
The following is a quantum chemistry calculation of the molecule C2H2OS3 at a distorted geometry, from the Open Molecules 2025 dataset.

The geometry in ORCA input format:
```
! RIJCOSX wB97M-V def2-TZVPD def2/J DEFGRID3
* xyz 0 1
O -1.306 0.016 1.284
C -1.073 0.073 0.002
S -2.175 0.131 -1.097
C 0.416 0.257 -0.351
S 1.103 1.691 -0.459
S 1.106 -1.374 -0.511
H -0.500 0.152 1.865
H 2.428 -0.947 -0.732
*
```

The calculation puts the energy above the lowest of the compared OMol25 structures with the same formula, charge and spin at 15.3 kcal per mole. As for the orbital gap: 8.25 eV. As for the total energy: -1347.1671 Ha. The calculation puts the HOMO energy at -8.96 eV. Its SMILES is OC(=S)C(=S)S. The largest force on an atom is 2.99 eV Å⁻¹.

Okay, here come the Löwdin numbers, in e, for every atom:
1. O -0.0021
2. C -1.1312
3. S 0.8223
4. C -1.2535
5. S 0.7195
6. S 0.7587
7. H 0.1563
8. H -0.0700


(2)
The following is a quantum chemistry calculation of the molecule C4H5N at a distorted geometry, from the Open Molecules 2025 dataset.

The geometry in ORCA input format:
```
! RIJCOSX wB97M-V def2-TZVPD def2/J DEFGRID3
* xyz 0 1
C 0.715 1.059 0.029
C 2.487 -0.778 -0.416
C -0.926 -0.847 0.017
C -0.561 0.607 0.093
N 1.747 0.105 -0.167
H 1.182 2.035 0.127
H -0.704 -1.350 0.918
H -2.002 -0.706 -0.070
H -1.408 1.186 0.350
H -0.532 -1.312 -0.881
*
```

The calculation puts the energy above the lowest of the compared OMol25 structures with the same formula, charge and spin at 44.7 kcal per mole. As for the orbital gap: 10.73 eV. As for the total energy: -210.0926 Ha. The calculation puts the HOMO energy at -9.89 eV. The largest force on an atom is 2.69 eV Å⁻¹.

Okay, here come the Löwdin numbers, in e, for every atom:
1. C -0.1331
2. C 0.0255
3. C -0.0929
4. C -0.1278
5. N -0.0817
6. H 0.1057
7. H 0.0705
8. H 0.0689
9. H 0.0852
10. H 0.0797


(3)
The following is a quantum chemistry calculation of a cluster of 2 separate species, C16H21NO4 in total at a distorted geometry, from the Open Molecules 2025 dataset.

The geometry in ORCA input format:
```
! RIJCOSX wB97M-V def2-TZVPD def2/J DEFGRID3
* xyz 0 1
C -3.883 1.350 1.474
C -3.071 0.064 1.053
C -1.834 -0.151 1.983
C -0.934 1.135 2.080
N -0.448 1.493 0.757
C -0.543 2.622 0.215
O -1.417 3.433 0.580
C 0.508 2.695 -1.123
H 0.017 2.636 -2.052
H 0.959 3.593 -0.968
C 1.711 1.533 -0.793
C 2.943 2.136 -0.411
O 2.932 3.204 -0.115
O 3.830 0.984 -0.185
H 4.553 1.412 -0.006
H 1.700 0.938 -1.500
C 0.722 0.626 0.462
C 0.397 -0.671 -0.055
C 0.962 -1.975 0.278
C 0.572 -3.116 0.023
C -0.457 -3.115 -1.185
C -0.768 -1.938 -1.534
C -0.378 -0.803 -1.182
H -0.778 0.139 -1.486
H -1.550 -2.038 -2.752
O -0.922 -4.415 -1.678
C -0.645 -5.541 -1.072
H -0.855 -6.385 -1.786
H 0.626 -5.626 -1.129
H -0.746 -5.710 0.005
H 0.979 -4.017 0.291
H 1.571 -1.767 1.093
H 1.614 0.441 1.189
H -0.232 1.013 2.879
H -1.458 2.135 2.416
H -2.089 -0.191 3.035
H -1.390 -0.894 1.640
H -2.529 0.251 0.314
H -3.590 -0.689 1.097
H -4.605 1.491 0.836
H -3.396 2.239 1.389
H -4.056 1.455 2.666
*
```

The calculation puts the energy above the lowest of the compared OMol25 structures with the same formula, charge and spin at 337.4 kcal per mole. As for the orbital gap: 8.85 eV. As for the total energy: -977.5323 Ha. The calculation puts the HOMO energy at -8.68 eV. The largest force on an atom is 14.29 eV Å⁻¹.

Okay, here come the Löwdin numbers, in e, for every atom:
1. C -0.0385
2. C -0.1246
3. C -0.1085
4. C -0.1023
5. N -0.0250
6. C -0.4032
7. O 0.0268
8. C 0.0885
9. H 0.0856
10. H 0.0472
11. C -0.0177
12. C -0.4969
13. O 0.2441
14. O 0.1218
15. H -0.0043
16. H 0.0306
17. C -0.0762
18. C -0.1750
19. C -0.0752
20. C 0.0240
21. C -0.1270
22. C -0.1201
23. C -0.0902
24. H 0.1320
25. H 0.2400
26. O -0.1151
27. C -0.2066
28. H 0.1075
29. H 0.1352
30. H 0.0876
31. H 0.0741
32. H 0.1053
33. H 0.1761
34. H 0.1112
35. H 0.1588
36. H 0.1165
37. H 0.0087
38. H 0.0131
39. H 0.0235
40. H 0.0054
41. H 0.0016
42. H 0.1412


(4)
The following is a quantum chemistry calculation of a structure of composition C43H56N6O2SSeZn, from the Open Molecules 2025 dataset.

The geometry in ORCA input format:
```
! RIJCOSX wB97M-V def2-TZVPD def2/J DEFGRID3
* xyz 0 1
Zn -0.024 -0.390 -1.221
C -3.089 4.697 3.295
C -1.635 4.239 3.488
C -0.741 5.462 3.738
C -1.577 3.340 4.724
C -1.173 3.502 2.232
C -0.732 2.197 2.230
C -0.401 1.559 1.035
Se 0.011 -0.327 1.215
C 1.927 -0.656 1.082
C 2.561 -1.047 2.259
C 3.857 -1.520 2.232
C 4.489 -1.556 0.982
C 3.889 -1.199 -0.211
C 2.532 -0.753 -0.192
O 1.892 -0.458 -1.296
C 4.653 -1.289 -1.537
C 4.689 0.102 -2.192
C 6.094 -1.766 -1.342
C 3.969 -2.293 -2.483
C 4.588 -2.055 3.462
C 3.725 -1.957 4.722
C 4.928 -3.537 3.229
C 5.883 -1.269 3.705
C -0.525 2.176 -0.232
O -0.327 1.538 -1.361
C -0.862 3.569 -0.211
C -1.191 4.158 0.996
C -0.803 4.415 -1.491
C -1.137 5.885 -1.231
C 0.626 4.343 -2.057
C -1.791 3.901 -2.548
H -3.465 5.173 4.204
H -3.177 5.414 2.477
H -3.728 3.841 3.064
H -1.053 5.983 4.647
H 0.298 5.151 3.856
H -0.791 6.168 2.908
H -1.965 3.878 5.591
H -2.181 2.441 4.586
H -0.549 3.042 4.943
H -0.625 1.633 3.147
H 2.004 -0.966 3.184
H 5.515 -1.898 0.951
H 5.234 0.806 -1.560
H 5.187 0.053 -3.164
H 3.677 0.474 -2.336
H 6.664 -1.093 -0.698
H 6.125 -2.772 -0.918
H 6.589 -1.797 -2.314
H 2.961 -1.968 -2.723
H 4.543 -2.378 -3.410
H 3.918 -3.281 -2.019
H 2.786 -2.500 4.599
H 4.257 -2.393 5.569
H 3.500 -0.916 4.963
H 4.020 -4.100 3.003
H 5.618 -3.659 2.393
H 5.392 -3.970 4.119
H 5.664 -0.210 3.856
H 6.390 -1.648 4.595
H 6.569 -1.354 2.861
H -1.474 5.201 0.987
H -0.457 6.328 -0.500
H -1.031 6.443 -2.163
H -2.164 6.009 -0.882
H 1.336 4.766 -1.344
H 0.901 3.308 -2.251
H 0.696 4.907 -2.992
H -2.809 3.871 -2.148
H -1.781 4.560 -3.422
H -1.492 2.905 -2.854
C -4.651 -1.100 2.010
C -4.711 0.167 1.159
C -3.926 0.047 -0.105
N -2.853 -0.638 -0.246
N -2.264 -0.516 -1.468
C -2.926 0.259 -2.283
N -2.558 0.477 -3.573
S -4.364 0.917 -1.572
H -5.178 -0.932 2.949
H -3.616 -1.362 2.224
H -5.122 -1.943 1.504
H -4.287 1.000 1.729
H -5.743 0.425 0.920
H -1.572 0.353 -3.745
H -2.957 1.283 -4.022
C 0.164 -4.735 -0.793
C 0.340 -3.362 -0.798
N -0.194 -2.576 -1.737
C -0.908 -3.143 -2.701
C -1.144 -4.508 -2.785
C -0.583 -5.317 -1.801
C -1.901 -5.098 -3.904
C -3.122 -4.765 -4.324
C -4.036 -3.792 -3.709
C -5.092 -3.255 -4.446
C -5.915 -2.347 -3.804
N -5.738 -2.002 -2.532
C -4.721 -2.589 -1.910
N -3.862 -3.452 -2.428
H 0.613 -5.330 -0.010
H 0.945 -2.888 -0.038
H -1.326 -2.479 -3.450
H -0.746 -6.388 -1.826
H -1.370 -5.877 -4.442
H -3.514 -5.254 -5.210
H -5.250 -3.536 -5.478
H -6.746 -1.879 -4.320
H -4.574 -2.330 -0.867
*
```

The calculation puts the energy above the lowest of the compared OMol25 structures with the same formula, charge and spin at 12.9 kcal per mole. As for the orbital gap: 6.64 eV. As for the total energy: -6730.1769 Ha. The calculation puts the HOMO energy at -7.05 eV. The largest force on an atom is 0.66 eV Å⁻¹.

Löwdin population analysis, charges in e, atoms 1 to 99:
1. Zn 0.5701
2. C -0.0477
3. C -0.5607
4. C -0.0468
5. C -0.0692
6. C -0.1872
7. C -0.0897
8. C -0.3740
9. Se 1.1686
10. C -0.3833
11. C -0.0861
12. C -0.1840
13. C 0.0178
14. C -0.0848
15. C -0.3862
16. O -0.1922
17. C -0.5334
18. C -0.0391
19. C -0.0751
20. C -0.0439
21. C -0.5614
22. C -0.0711
23. C -0.0493
24. C -0.0487
25. C -0.3585
26. O -0.1925
27. C -0.0811
28. C 0.0141
29. C -0.5312
30. C -0.0735
31. C -0.0364
32. C -0.0524
33. H 0.0822
34. H 0.0764
35. H 0.0817
36. H 0.0828
37. H 0.0901
38. H 0.0759
39. H 0.0828
40. H 0.0832
41. H 0.0867
42. H 0.0853
43. H 0.0876
44. H 0.0910
45. H 0.0894
46. H 0.0823
47. H 0.0724
48. H 0.0855
49. H 0.0836
50. H 0.0832
51. H 0.0666
52. H 0.0806
53. H 0.0860
54. H 0.0834
55. H 0.0824
56. H 0.0872
57. H 0.0876
58. H 0.0756
59. H 0.0814
60. H 0.0894
61. H 0.0823
62. H 0.0759
63. H 0.0899
64. H 0.0856
65. H 0.0838
66. H 0.0857
67. H 0.0916
68. H 0.0753
69. H 0.0832
70. H 0.0801
71. H 0.0836
72. H 0.0493
73. C -0.0896
74. C -0.2283
75. C -0.5964
76. N 0.0120
77. N -0.0465
78. C -0.7004
79. N 0.1194
80. S 1.1083
81. H 0.0751
82. H 0.0709
83. H 0.0694
84. H 0.1131
85. H 0.1069
86. H 0.1004
87. H 0.0924
88. C -0.0270
89. C -0.1051
90. N 0.0399
91. C -0.0853
92. C -0.2069
93. C -0.0039
94. C -0.0327
95. C -0.0293
96. C -0.2694
97. C -0.0033
98. C -0.1233
99. N 0.0811